The following is a quantum chemistry calculation of a single C3H3NO2 molecule, from the Open Molecules 2025 dataset.

Output
Relative energy (zero: lowest compared OMol25 entry of this formula, charge and spin) = 112.7 kcal per mole
Total charge = 0
LUMO (spin up / spin down) = -1.391 / -0.949 eV
Frontier orbital gap (spin up / spin down) = 8.31 / 7.88 eV
Multiplicity = 1
HOMO energy (spin up / spin down) = -9.71 / -8.83 eV

Atoms and positions in Å:
O 0.786 -1.046 0.952
O 0.517 1.635 -1.286
N -2.237 0.231 -0.671
C -1.282 -0.053 0.026
C 0.991 0.717 -0.647
C 0.169 -0.270 0.053
H 0.302 -1.880 1.054
H 2.076 0.502 -0.613
H -1.323 0.163 1.133

Charge distribution, Mulliken scheme, values in e: atom 1 (O): -0.460, atom 2 (O): -0.481, atom 3 (N): -0.398, atom 4 (C): 0.152, atom 5 (C): -0.037, atom 6 (C): 0.269, atom 7 (H): 0.360, atom 8 (H): 0.330, atom 9 (H): 0.263



The following is a quantum chemistry calculation of 2 unconnected molecules or ions with the total composition C10H16NPS, from the Open Molecules 2025 dataset.

Output
Total charge = 0
Expectation value of S² = 2.05
LUMO (spin up / spin down) = 0.807 / -1.931 eV
Frontier orbital gap (spin up / spin down) = 6.87 / 6.67 eV
Multiplicity = 3
HOMO energy (spin up / spin down) = -6.06 / -8.60 eV

Atoms and positions in Å:
S 2.169 -1.023 -0.579
P 0.364 -0.296 -0.781
N -0.674 -1.198 1.275
C 0.287 1.498 -0.550
C -0.400 -0.398 2.276
C -0.154 1.134 4.597
C 1.043 2.170 -1.781
C 0.406 -0.811 3.342
C -1.008 0.873 2.404
C -0.131 -1.657 -3.154
C -1.020 1.565 3.593
C -0.637 -0.545 -2.322
C 0.493 -0.059 4.487
H 2.041 1.687 -1.892
H -1.535 1.367 1.474
H 0.496 2.017 -2.656
H 1.133 -0.459 5.304
H 0.958 -1.755 -2.794
H 0.758 -1.873 3.444
H -1.654 -0.625 -2.068
H -1.562 2.449 3.541
H -0.535 -2.697 -3.246
H 0.740 1.579 0.457
H -0.526 0.345 -2.926
H -0.341 1.608 5.577
H -0.247 -2.093 1.174
H -0.248 -1.312 -4.259
H 1.156 3.239 -1.583
H -0.807 1.789 -0.657

Charge distribution, Mulliken scheme, values in e: atom 1 (S): -0.385, atom 2 (P): 0.439, atom 3 (N): -0.688, atom 4 (C): -0.461, atom 5 (C): 0.591, atom 6 (C): -0.516, atom 7 (C): -1.196, atom 8 (C): -0.330, atom 9 (C): 0.141, atom 10 (C): -0.938, atom 11 (C): -0.604, atom 12 (C): -0.466, atom 13 (C): -0.324, atom 14 (H): 0.317, atom 15 (H): 0.174, atom 16 (H): 0.352, atom 17 (H): 0.315, atom 18 (H): 0.165, atom 19 (H): 0.241, atom 20 (H): 0.455, atom 21 (H): 0.435, atom 22 (H): 0.275, atom 23 (H): 0.354, atom 24 (H): 0.188, atom 25 (H): 0.310, atom 26 (H): 0.260, atom 27 (H): 0.274, atom 28 (H): 0.376, atom 29 (H): 0.247



Number 1: energy -321.19801 Ha, F_max 0.04994 Eh/bohr. Number 2: energy -1184.79592 Ha, F_max 0.06959 Eh/bohr.